(1)
Formula: C11H20N10S2Ti
Source: OMol25
Level of theory: ωB97M-V/def2-TZVPD

Geometry (Å):
1 Ti -0.247 0.331 -0.236
2 C 5.497 -1.853 0.718
3 C 4.169 -2.407 0.402
4 N 3.850 -3.648 0.247
5 N 2.537 -3.687 -0.033
6 C 2.007 -2.457 -0.071
7 S 0.421 -2.057 -0.408
8 N 3.041 -1.616 0.212
9 N 2.889 -0.243 0.347
10 H 6.203 -2.671 0.825
11 H 5.473 -1.289 1.651
12 H 5.847 -1.191 -0.076
13 H 2.074 -4.570 -0.194
14 H 3.001 0.008 1.333
15 H 3.612 0.242 -0.187
16 C -5.153 -1.724 -0.820
17 C -4.668 -0.341 -0.713
18 N -5.367 0.737 -0.818
19 N -4.528 1.780 -0.685
20 C -3.266 1.371 -0.499
21 S -1.839 2.225 -0.320
22 N -3.337 0.004 -0.505
23 N -2.206 -0.784 -0.331
24 H -6.214 -1.700 -1.050
25 H -5.009 -2.264 0.116
26 H -4.632 -2.254 -1.618
27 H -4.874 2.729 -0.732
28 H -2.265 -1.324 0.549
29 H -2.138 -1.479 -1.089
30 C 3.010 4.487 1.623
31 C 2.299 3.507 0.774
32 C 2.361 3.299 -0.600
33 C 1.518 2.217 -0.863
34 N 0.989 1.772 0.286
35 N 1.462 2.566 1.263
36 C 1.083 1.570 -2.141
37 H 3.518 5.218 1.002
38 H 3.757 3.987 2.241
39 H 2.324 5.010 2.287
40 H 2.933 3.872 -1.304
41 H 1.131 2.479 2.216
42 H 1.877 1.581 -2.888
43 H 0.227 2.131 -2.547
44 H 0.766 0.505 -1.926

Properties
* HOMO energy (spin up / spin down): -13.11 / -14.79 eV
* relative energy (zero: lowest compared OMol25 entry of this formula, charge and spin): 38.0 kcal per mole
* gap between HOMO and LUMO (spin up / spin down): 7.63 / 9.00 eV
* expectation value of S²: 2.00
* total charge: +2
* electronic energy: -71403.977 eV
* 2S+1: 3

(2)
Formula: C41H58ClI5N7O5PSr
Source: OMol25
Level of theory: ωB97M-V/def2-TZVPD

Geometry (Å):
1 Sr -0.147 -0.481 -0.342
2 I 1.013 2.727 -4.438
3 C 0.610 3.813 -2.657
4 I 1.364 2.888 -0.892
5 H -0.466 3.902 -2.576
6 H 1.078 4.784 -2.743
7 C 4.574 0.203 -0.710
8 O 4.098 -1.117 -0.366
9 C 2.847 -1.390 -0.721
10 O 2.141 -0.661 -1.399
11 N 2.461 -2.603 -0.233
12 N 1.130 -3.015 -0.398
13 H 5.605 0.231 -0.369
14 H 3.992 0.961 -0.191
15 H 4.509 0.360 -1.784
16 H 3.052 -3.053 0.448
17 H 0.723 -3.129 0.530
18 H 1.101 -3.903 -0.881
19 I -1.423 0.091 3.634
20 I -3.285 1.166 5.210
21 I -3.628 -1.869 -2.010
22 C -2.419 -1.900 -0.172
23 H -2.378 -2.980 0.020
24 H -3.143 -1.516 0.557
25 O 0.704 -2.169 2.301
26 C 1.449 -1.195 2.423
27 N 2.548 -1.145 3.247
28 C 3.090 0.211 3.274
29 C 2.266 0.830 2.104
30 O 2.494 1.930 1.626
31 N 1.297 -0.031 1.712
32 C 4.580 0.250 2.953
33 C 5.288 -0.900 2.635
34 C 6.641 -0.831 2.324
35 C 7.293 0.392 2.319
36 C 6.588 1.548 2.636
37 C 5.243 1.477 2.959
38 C 2.775 0.895 4.602
39 C 1.842 1.917 4.718
40 C 1.542 2.452 5.965
41 C 2.171 1.973 7.102
42 C 3.114 0.958 6.992
43 C 3.417 0.429 5.749
44 H 2.537 -1.706 4.084
45 H 4.775 -1.853 2.632
46 H 7.185 -1.736 2.084
47 H 8.347 0.446 2.076
48 H 7.091 2.507 2.639
49 H 4.698 2.376 3.211
50 H 1.349 2.310 3.838
51 H 0.809 3.247 6.042
52 H 1.933 2.392 8.072
53 H 3.618 0.586 7.875
54 H 4.171 -0.346 5.659
55 C -2.206 -3.173 -7.567
56 C -2.285 -4.155 -6.392
57 C -2.935 -5.439 -6.934
58 C -3.201 -3.588 -5.300
59 C -0.865 -4.497 -5.833
60 O -0.117 -5.178 -6.860
61 C -0.926 -5.450 -4.613
62 C -0.890 -4.869 -3.193
63 C -1.226 -5.909 -2.154
64 C -2.431 -5.859 -1.459
65 C -2.748 -6.821 -0.510
66 C -1.851 -7.844 -0.255
67 Cl -2.239 -9.052 0.934
68 C -0.643 -7.916 -0.930
69 C -0.340 -6.947 -1.874
70 C 0.099 -3.296 -5.635
71 N -0.269 -2.183 -4.772
72 C 0.097 -1.956 -3.509
73 N -0.392 -0.816 -3.078
74 C -1.015 -0.323 -4.182
75 N -0.981 -1.120 -5.222
76 H -3.191 -3.102 -8.037
77 H -1.501 -3.530 -8.322
78 H -1.920 -2.173 -7.249
79 H -3.962 -5.211 -7.222
80 H -2.981 -6.245 -6.196
81 H -2.426 -5.803 -7.828
82 H -4.163 -3.320 -5.744
83 H -2.798 -2.689 -4.836
84 H -3.400 -4.320 -4.512
85 H -0.522 -6.038 -7.009
86 H -0.068 -6.119 -4.716
87 H -1.814 -6.082 -4.697
88 H -1.568 -4.022 -3.081
89 H 0.124 -4.512 -2.995
90 H -3.119 -5.041 -1.643
91 H -3.682 -6.770 0.034
92 H 0.048 -8.719 -0.714
93 H 0.608 -7.004 -2.401
94 H 0.311 -2.886 -6.619
95 H 1.030 -3.708 -5.248
96 H 0.712 -2.621 -2.927
97 H -1.544 0.614 -4.214
98 C -2.714 4.542 1.761
99 C -1.786 3.388 1.387
100 P -2.445 2.075 0.258
101 C -4.078 1.741 1.053
102 C -5.033 0.910 0.203
103 C -2.944 3.091 -1.208
104 C -2.793 2.295 -2.504
105 H -2.152 5.315 2.290
106 H -3.521 4.221 2.420
107 H -3.161 5.005 0.879
108 H -1.426 2.884 2.289
109 H -0.895 3.777 0.889
110 H -4.537 2.700 1.299
111 H -3.875 1.229 1.997
112 H -5.237 1.387 -0.758
113 H -5.989 0.788 0.716
114 H -4.633 -0.081 -0.003
115 H -2.305 3.979 -1.229
116 H -3.971 3.445 -1.085
117 H -1.759 1.954 -2.604
118 H -3.045 2.890 -3.384
119 H -3.419 1.400 -2.498

Properties
* HOMO energy: -6.98 eV
* relative energy (zero: lowest compared OMol25 entry of this formula, charge and spin): 0.0 kcal per mole
* gap between HOMO and LUMO: 5.59 eV
* electronic energy: -127281.939 eV
* 2S+1: 1

(3)
Formula: C20H38IO2P2Y
Source: OMol25
Level of theory: ωB97M-V/def2-TZVPD

Geometry (Å):
1 C -0.595 0.158 -2.419
2 I -2.494 0.944 -2.347
3 H -0.187 -0.135 -3.396
4 H -0.622 -0.730 -1.702
5 H 0.062 0.847 -1.878
6 Y 0.589 0.235 1.470
7 P -2.000 -2.339 -0.179
8 C -1.676 -3.687 1.007
9 C -3.817 -2.441 -0.305
10 H -4.149 -3.420 -0.650
11 H -2.317 -4.087 -1.923
12 H -4.214 -1.696 -0.994
13 H -1.721 -2.555 -2.602
14 H -1.786 -3.289 2.024
15 H -4.292 -2.252 0.661
16 C -1.646 -3.248 -1.757
17 H -2.378 -4.511 0.864
18 H -0.621 -3.630 -1.735
19 H -0.649 -4.048 0.903
20 P 1.663 2.443 0.088
21 C 3.245 2.725 0.960
22 C 2.200 2.696 -1.620
23 H -0.080 4.103 -0.261
24 H 1.533 4.855 -0.027
25 H 0.609 4.232 1.377
26 C 0.854 4.059 0.317
27 H 1.368 2.648 -2.324
28 H 2.672 3.684 -1.708
29 H 3.595 3.721 0.706
30 H 3.967 1.974 0.628
31 H 2.929 1.942 -1.912
32 H 3.088 2.642 2.037
33 C 1.491 -1.892 1.332
34 O 1.853 -3.002 1.236
35 C -2.283 3.296 4.323
36 C -0.797 3.428 4.019
37 C -0.385 4.892 3.989
38 C 0.025 2.626 4.973
39 C 0.049 2.835 6.356
40 C 0.961 2.111 7.185
41 C 1.901 1.219 6.610
42 C 1.834 0.930 5.244
43 C 2.603 -0.250 4.607
44 C 4.026 -0.351 5.143
45 C 1.841 -1.551 4.779
46 C 0.883 1.629 4.484
47 O 0.607 1.089 3.293
48 H -2.562 3.724 5.303
49 H -2.587 2.247 4.325
50 H -2.871 3.803 3.552
51 H -0.679 3.036 3.000
52 H -0.688 5.396 4.917
53 H 0.699 4.974 3.885
54 H -0.845 5.406 3.138
55 H -0.657 3.598 6.750
56 H 0.987 2.327 8.278
57 H 2.632 0.674 7.226
58 H 2.710 -0.046 3.526
59 H 4.059 -0.677 6.189
60 H 4.556 -1.070 4.521
61 H 4.552 0.610 5.057
62 H 0.781 -1.466 4.550
63 H 2.237 -2.318 4.128
64 H 1.927 -1.912 5.805

Properties
* HOMO energy: -13.42 eV
* relative energy (zero: lowest compared OMol25 entry of this formula, charge and spin): 0.0 kcal per mole
* gap between HOMO and LUMO: 4.63 eV
* total charge: +2
* electronic energy: -53158.093 eV
* 2S+1: 1

(4)
Formula: C38H36I2N6O3TeTi
Source: OMol25
Level of theory: ωB97M-V/def2-TZVPD

Geometry (Å):
1 Ti 0.096 -0.180 0.589
2 I -4.840 -5.646 1.673
3 C -3.246 -4.469 1.014
4 C -3.106 -4.187 -0.334
5 C -2.062 -3.379 -0.759
6 I -1.878 -2.961 -2.793
7 C -1.136 -2.814 0.137
8 O -0.192 -1.989 -0.231
9 C -1.285 -3.164 1.502
10 C -0.276 -2.626 2.471
11 N -0.361 -1.155 2.601
12 C 0.670 -0.641 3.516
13 C 1.998 -0.589 2.802
14 C 3.179 -0.505 3.484
15 C 4.395 -0.444 2.785
16 C 4.327 -0.525 1.384
17 C 3.115 -0.588 0.751
18 N 1.913 -0.550 1.427
19 C -2.327 -3.967 1.926
20 H -3.805 -4.588 -1.056
21 H -0.409 -3.098 3.451
22 H 0.734 -2.849 2.121
23 H -1.287 -0.914 2.939
24 H 0.364 0.357 3.837
25 H 0.752 -1.267 4.413
26 H 3.161 -0.505 4.568
27 H 5.340 -0.375 3.303
28 H 5.228 -0.534 0.784
29 H 3.040 -0.634 -0.328
30 H -2.419 -4.208 2.979
31 C -4.509 -0.582 0.829
32 C -3.318 -0.157 0.018
33 O -2.182 -0.264 0.485
34 N -3.546 0.298 -1.218
35 C -2.475 0.772 -2.065
36 C -2.161 2.236 -1.879
37 C -1.646 2.977 -2.936
38 C -1.262 4.286 -2.703
39 C -1.426 4.813 -1.432
40 C -1.983 4.004 -0.454
41 N -2.346 2.741 -0.662
42 H -4.296 -1.561 1.260
43 H -5.425 -0.637 0.242
44 H -4.652 0.132 1.641
45 H -4.499 0.419 -1.514
46 H -2.713 0.553 -3.106
47 H -1.582 0.191 -1.830
48 H -1.527 2.527 -3.914
49 H -0.844 4.881 -3.506
50 H -1.141 5.831 -1.201
51 H -2.149 4.384 0.550
52 O 0.967 1.159 -0.598
53 C 1.825 2.096 -0.272
54 C 2.972 2.326 -1.056
55 C 3.889 3.295 -0.719
56 C 3.712 4.086 0.419
57 C 2.599 3.877 1.201
58 C 1.649 2.904 0.874
59 C 0.450 2.741 1.678
60 N -0.336 1.678 1.724
61 C -1.390 1.992 2.552
62 C -1.230 3.247 3.038
63 N -0.061 3.711 2.476
64 H 3.132 1.686 -1.913
65 H 4.771 3.430 -1.334
66 H 4.448 4.828 0.695
67 H 2.478 4.459 2.110
68 H -2.195 1.298 2.723
69 H -1.827 3.842 3.706
70 H 0.323 4.634 2.573
71 C 0.282 -0.528 -5.438
72 Te 0.995 -0.244 -3.433
73 C 1.355 1.772 -4.062
74 C 0.601 1.957 -5.351
75 C 0.432 3.228 -5.899
76 C -0.292 3.408 -7.065
77 C -0.850 2.308 -7.706
78 C -0.667 1.040 -7.179
79 C 0.058 0.852 -6.003
80 H -0.650 -1.093 -5.403
81 H 0.996 -1.089 -6.038
82 H 2.420 1.952 -4.200
83 H 0.994 2.442 -3.283
84 H 0.871 4.082 -5.394
85 H -0.422 4.401 -7.476
86 H -1.421 2.439 -8.616
87 H -1.092 0.179 -7.682

Properties
* HOMO energy (spin up / spin down): -4.39 / -7.37 eV
* relative energy (zero: lowest compared OMol25 entry of this formula, charge and spin): 3.1 kcal per mole
* gap between HOMO and LUMO (spin up / spin down): 4.66 / 7.63 eV
* expectation value of S²: 2.03
* electronic energy: -101687.878 eV
* 2S+1: 3